Record 1
{
  "formula": "C33H49N7O9S2Sr",
  "method": "ωB97M-V/def2-TZVPD",
  "species": ["Sr", "S", "S", "O", "O", "O", "O", "O", "O", "O", "O", "O", "N", "N", "N", "N", "N", "N", "N", "C", "C", "C", "C", "C", "C", "C", "C", "C", "C", "C", "C", "C", "C", "C", "C", "C", "C", "C", "C", "C", "C", "C", "C", "C", "C", "C", "C", "C", "C", "C", "C", "C", "H", "H", "H", "H", "H", "H", "H", "H", "H", "H", "H", "H", "H", "H", "H", "H", "H", "H", "H", "H", "H", "H", "H", "H", "H", "H", "H", "H", "H", "H", "H", "H", "H", "H", "H", "H", "H", "H", "H", "H", "H", "H", "H", "H", "H", "H", "H", "H", "H"],
  "coordinates": [[0.6932, 0.6856, -0.1689], [1.5228, 2.6571, -2.4163], [-2.5296, -3.1554, 2.0634], [-1.5572, 1.4090, 1.0248], [0.7449, 0.4648, 2.2470], [-1.3759, -3.5376, 1.1869], [-1.2305, 1.2347, -1.6379], [0.5294, 3.0847, -3.3929], [1.8083, 1.2171, -2.4464], [-0.2855, 0.8738, 4.2004], [-1.9507, 3.3254, -1.9013], [1.1772, 3.0485, -1.0393], [-3.4996, -3.2994, -2.8195], [-0.1379, -1.3244, -3.5584], [-1.3410, 0.1522, -4.9595], [-2.2506, -1.8650, -1.4116], [0.6787, -1.9082, -0.6515], [3.3441, 0.3723, 0.4899], [-2.4782, -1.3965, -3.6752], [-1.7911, 2.2184, -1.1993], [-1.0367, -3.2587, 4.4736], [-1.2260, -0.8297, -3.9985], [6.7640, 5.3273, -3.8277], [-3.5368, -0.9096, 3.2336], [2.6828, -3.1255, 0.1528], [3.4200, 3.5668, -4.1383], [3.0274, 3.4916, -2.8081], [-0.1895, -2.1066, 6.4188], [-1.2405, -2.6830, 5.7227], [-2.7211, -2.1808, -2.5476], [-1.1163, 1.9737, 2.2776], [1.2950, -2.6751, 4.6259], [-0.1509, 0.5088, -5.7089], [5.4547, 4.6816, -3.4653], [-4.5015, 0.0922, 5.2007], [0.2484, -3.2605, 3.9319], [4.0093, -0.9421, 0.4465], [3.8265, 4.0131, -1.8062], [-4.8066, -0.9641, 2.6609], [4.6283, 4.1579, -4.4590], [1.8763, -2.6551, -1.0473], [-2.2068, -3.8346, 3.7323], [-5.7645, 0.0239, 4.6297], [-2.3412, -1.3979, 2.4657], [-0.1411, 1.0042, 2.9892], [-5.9148, -0.5039, 3.3546], [-3.3913, -0.3732, 4.5097], [-2.3905, 1.1572, -4.9209], [1.0795, -2.0945, 5.8674], [-2.3169, 2.2909, 0.2216], [3.1353, -2.0176, 1.1028], [5.0363, 4.6050, -2.1425], [-3.9956, -3.6798, -2.0339], [-2.2549, 3.3191, 0.5801], [2.2851, -2.6654, 4.1921], [-3.3720, 1.9963, 0.2038], [1.8971, -1.6230, 6.3973], [-2.2665, -0.8909, 1.4963], [-3.0092, 1.1306, -5.8236], [-1.4062, -1.2536, 3.0035], [-6.8959, -0.5520, 2.8987], [1.6196, -3.5264, -1.6604], [0.5258, 1.1508, -5.1355], [-3.1354, -3.6876, 4.2865], [3.4901, 3.9708, -0.7785], [0.4159, -3.7097, 2.9610], [7.3675, 4.6638, -4.4486], [4.9902, -0.9063, 0.9321], [4.9359, 4.2203, -5.4964], [-1.9701, 2.1746, 2.9243], [7.3404, 5.5781, -2.9385], [-2.3976, -0.2802, 4.9311], [4.1918, -1.1842, -0.6022], [2.4813, -2.0038, -1.6861], [2.7719, 3.1718, -4.9099], [-2.0989, -4.9043, 3.5372], [0.0735, -1.8201, -1.4727], [3.5581, -3.6722, -0.2129], [-4.3753, 0.5212, 6.1870], [-6.6282, 0.3860, 5.1728], [0.1335, -2.4523, 0.0154], [5.6630, 5.0217, -1.3629], [3.9347, 1.0768, 0.0596], [-0.3687, -1.6501, 7.3837], [3.2154, 0.6408, 1.4626], [-3.0380, -1.5908, -4.4862], [0.3701, -0.3981, -6.0164], [2.2665, -1.5352, 1.5605], [-0.5881, 2.9122, 2.0701], [-1.3122, 3.2757, -2.6312], [-3.0240, 1.0047, -4.0532], [-4.0093, -3.3339, -3.6836], [6.5981, 6.2458, -4.3936], [-2.3896, -2.6014, -0.7209], [0.6433, -0.7080, -3.7834], [3.6851, -2.4800, 1.9259], [-4.9227, -1.3709, 1.6621], [-2.2390, -2.6700, 6.1457], [-1.9452, 2.1524, -4.8505], [2.0850, -3.8521, 0.7134], [-0.4581, 1.0499, -6.6039]],
  "relative_energy_kj_mol": 32.6,
  "energy_ha": -3174.65518
}



Record 2
{
  "formula": "C17H26N2O5",
  "method": "ωB97M-V/def2-TZVPD",
  "species": ["O", "O", "O", "O", "O", "N", "N", "C", "C", "C", "C", "C", "C", "C", "C", "C", "C", "C", "C", "C", "C", "C", "C", "C", "H", "H", "H", "H", "H", "H", "H", "H", "H", "H", "H", "H", "H", "H", "H", "H", "H", "H", "H", "H", "H", "H", "H", "H", "H", "H"],
  "coordinates": [[-2.7974, 2.3111, -0.7665], [4.0445, 1.8398, -0.0767], [4.2215, 1.0928, 2.0810], [1.6876, -2.5577, 0.9960], [1.6356, -3.6865, -0.8701], [2.1340, -1.4949, -1.2152], [2.9440, -0.1456, 0.5428], [-1.3542, 1.0499, 0.3964], [0.8131, 0.6064, -0.7543], [6.3537, 2.4142, -0.2078], [-1.7020, 1.7232, -0.5156], [-3.7910, 2.1622, 0.2884], [-0.8127, 2.0189, -1.3931], [1.4283, -4.6866, -0.2600], [-5.5797, 0.6361, 0.9630], [-4.4557, 1.0095, -0.0623], [2.2553, 0.0156, -0.6728], [-6.4546, -0.6194, 0.6979], [3.8291, 1.1880, 0.8503], [1.7268, -2.5169, -0.1269], [4.9634, 3.0312, 0.0493], [-0.0113, 0.2032, 0.3191], [0.4920, 1.5606, -1.7247], [-0.2032, -4.8167, 0.1840], [-2.0794, 0.6610, 1.0625], [1.5942, -5.5846, -0.6333], [-6.3345, 1.3877, 1.0279], [4.7441, 3.9032, -0.5854], [2.6419, -0.5830, 1.5384], [6.5543, 2.0676, -1.0580], [7.0366, 3.2052, 0.0620], [2.8229, 0.4723, -1.4565], [-0.7693, -4.8346, -0.9621], [-0.5968, -3.9294, 0.8420], [-7.0865, -0.4623, -0.3229], [-3.5826, 2.2113, 1.5729], [6.5862, 1.5435, 0.6322], [-3.9757, -0.0699, -0.0320], [1.1021, 1.9473, -2.2769], [2.2655, -1.6831, -2.0774], [-5.8159, -1.3901, 0.5046], [-0.9219, 2.8180, -2.1236], [0.2280, -0.6747, 0.9554], [-4.6169, 3.0131, 0.2916], [-5.1501, 0.4786, 1.9547], [1.8702, -4.6093, 0.5091], [-5.1386, 1.0918, -1.1095], [4.8350, 3.3013, 0.9460], [-0.4151, -5.6747, 0.6406], [-7.1648, -0.9449, 1.3755]],
  "relative_energy_kj_mol": 1714.4,
  "energy_ha": -1148.50494,
  "smiles": "CCCCOc1ccc(C(NC(=O)OCC)NC(=O)OCC)cc1"
}



Record 3
{
  "formula": "C4H9NO",
  "method": "ωB97M-V/def2-TZVPD",
  "species": ["O", "N", "C", "C", "C", "C", "H", "H", "H", "H", "H", "H", "H", "H", "H"],
  "coordinates": [[1.4639, 0.9155, 1.1659], [-0.7650, 0.9319, -0.5338], [1.5391, 0.1245, 0.0109], [-2.0027, 0.2439, -0.1536], [0.7272, -1.1028, 0.0368], [0.3209, 0.0256, -0.8593], [-2.7055, 0.8905, 0.6312], [-1.9107, -0.7167, 0.4799], [0.2152, -1.2634, 1.0177], [-0.5050, 1.5505, 0.2902], [-2.6339, 0.0709, -1.0668], [2.1010, 0.3837, 1.7597], [2.4005, -0.0381, -0.5570], [0.4968, -0.0028, -1.9071], [1.2582, -2.0130, -0.3147]],
  "relative_energy_kj_mol": 315.2,
  "energy_ha": -287.71240,
  "smiles": "CN[C@@H]1C[C@@H]1O"
}



Record 4
{
  "formula": "C6H6O2",
  "method": "ωB97M-V/def2-TZVPD",
  "species": ["O", "O", "C", "C", "C", "C", "C", "C", "H", "H", "H", "H", "H", "H"],
  "coordinates": [[-0.0155, 1.2751, -2.1546], [-1.6590, 2.4127, -0.3892], [-0.9575, 1.4805, -0.3052], [-0.5126, 0.3384, 0.2363], [-0.9529, -0.0830, 1.6115], [0.4844, -0.3524, -0.5193], [0.7814, 0.4658, -1.7258], [1.2345, -1.4232, -0.1928], [-1.7514, 0.5613, 1.9692], [1.9578, -1.8265, -0.8807], [1.6604, 0.1837, -2.3221], [1.1609, -1.8914, 0.7735], [-0.1173, -0.0297, 2.3099], [-1.3133, -1.1113, 1.5894]],
  "relative_energy_kj_mol": 117.5,
  "energy_ha": -382.64098,
  "smiles": "C=C(C=O)C(C)=C=O"
}



Record 5
{
  "formula": "C3H8BNO",
  "method": "ωB97M-V/def2-TZVPD",
  "species": ["O", "N", "C", "C", "C", "B", "H", "H", "H", "H", "H", "H", "H", "H"],
  "coordinates": [[0.3456, -1.1326, -0.0056], [1.6539, -0.7355, -0.0893], [-0.4723, 1.3244, -0.1591], [2.2532, 0.3987, 0.2231], [-2.1510, -0.8852, 0.1106], [-0.6941, -0.1517, -0.0919], [2.0633, -1.0771, -0.9554], [1.9758, 0.8370, 1.1286], [-2.4862, -0.5274, 1.0738], [3.0014, 0.6869, -0.3961], [-1.3596, 1.8909, -0.4603], [-1.9176, -1.8520, 0.2285], [0.4439, 1.7906, 0.1948], [-2.6563, -0.5670, -0.8018]],
  "relative_energy_kj_mol": 567.5,
  "energy_ha": -273.79089
}



Record 6
{
  "formula": "C10H10Br2Ga",
  "method": "ωB97M-V/def2-TZVPD",
  "species": ["Br", "Br", "Ga", "C", "C", "C", "C", "C", "C", "C", "C", "C", "C", "H", "H", "H", "H", "H", "H", "H", "H", "H", "H"],
  "coordinates": [[-1.5080, -1.5461, 0.3526], [-1.8461, 0.3356, -3.1567], [-0.5643, -0.8822, -1.6658], [1.0797, -0.7923, -3.0323], [-2.3834, 1.1462, 3.1103], [1.7690, 0.2506, -2.3509], [2.3516, -0.3030, -1.1895], [1.1640, -2.0061, -2.2012], [-0.8033, 1.5998, 1.5019], [-1.1785, 0.4832, 3.4779], [-2.1605, 1.8457, 1.8847], [-0.2096, 0.7130, 2.4490], [1.9924, -1.6661, -1.0820], [0.8182, -2.9974, -2.4937], [0.8076, -0.8027, -4.0855], [3.1288, 0.1814, -0.6052], [2.4648, -2.3858, -0.4178], [-0.3370, 1.9534, 0.5838], [0.8116, 0.3125, 2.4161], [1.9228, 1.2597, -2.7086], [-2.8907, 2.4143, 1.3000], [-1.1011, -0.2505, 4.2647], [-3.3279, 1.1367, 3.6482]],
  "relative_energy_kj_mol": 28.2,
  "charge": -1,
  "energy_ha": -7459.89375
}



Record 7
{
  "formula": "H2IOP",
  "method": "ωB97M-V/def2-TZVPD",
  "species": ["I", "P", "O", "H", "H"],
  "coordinates": [[3.3427, 0.0796, -0.0405], [-1.4972, -0.8536, -0.2512], [-2.0383, -0.0550, 0.8252], [-2.3667, -0.2748, -1.3833], [2.5595, 1.1038, 0.8498]],
  "relative_energy_kj_mol": 159.6,
  "energy_ha": -715.43651,
  "smiles": "O=P.I"
}



Record 8
{
  "formula": "C3H7OSn",
  "method": "ωB97M-V/def2-TZVPD",
  "species": ["Sn", "O", "C", "C", "C", "H", "H", "H", "H", "H", "H", "H"],
  "coordinates": [[5.7190, -0.2675, 1.7042], [0.6396, 1.3817, 0.4699], [0.1530, -0.9949, -0.0012], [-1.4092, 0.7575, -0.6874], [-0.3374, 0.4037, 0.3713], [0.6702, -0.9666, -0.9603], [-2.0222, -0.1326, -0.8287], [-0.8630, 1.0096, -1.5963], [-0.8637, 0.2844, 1.3183], [-2.0555, 1.5694, -0.3538], [-0.5713, -1.7968, -0.1445], [0.9407, -1.2479, 0.7084]],
  "relative_energy_kj_mol": 520.3,
  "charge": 1,
  "energy_ha": -407.49728
}